No. 1
# C29H33N6OPt

A structure of composition C29H33N6OPt (the ωB97M-V functional and the def2-TZVPD basis, OMol25).

```
70
C29H33N6OPt the ωB97M-V functional and the def2-TZVPD basis
Pt 0.43532 0.47133 -1.56839
C 1.17577 -0.51548 1.35621
N 1.87797 -0.36324 0.06620
C 3.03168 0.53920 0.18066
C 2.19100 -1.70482 -0.41057
C 3.18668 -2.45798 0.18875
C 3.32784 -3.80501 -0.09438
C 2.37581 -4.42268 -0.89270
C 1.39459 -3.67424 -1.51288
C 1.37185 -2.27180 -1.40129
N 0.60919 -1.41666 -2.17001
C 0.03071 -1.76110 -3.37510
C 0.37983 -2.86041 -4.17990
C -0.43906 -3.27303 -5.21404
C -1.59737 -2.57117 -5.51579
C -1.83547 -1.37101 -4.86910
C -1.00476 -0.94093 -3.84884
N -1.07773 0.42127 -3.34313
C -0.49802 1.30379 -4.37777
C -2.41088 0.87721 -2.93884
H 1.76973 -1.10096 2.06212
H 0.22653 -1.02526 1.20221
H 0.99753 0.46162 1.80588
H 3.75203 0.20542 0.93125
H 2.67484 1.52601 0.47361
H 3.52495 0.61671 -0.78552
H 3.85514 -1.99513 0.90420
H 4.12261 -4.37721 0.36175
H 2.39978 -5.49329 -1.04192
H 0.61473 -4.17423 -2.06321
H 1.31232 -3.37221 -4.00603
H -0.17566 -4.15739 -5.77790
H -2.26473 -2.91439 -6.29303
H -2.66851 -0.75461 -5.18299
H -1.03431 1.20264 -5.32505
H 0.54542 1.03940 -4.53894
H -0.56912 2.34136 -4.05391
H -3.09228 0.97232 -3.78843
H -2.31814 1.85837 -2.47316
H -2.83050 0.18177 -2.21541
C -1.44536 -2.34396 6.55023
C -1.35017 -1.17268 5.61307
C -2.01450 -1.17307 4.39058
C -1.93781 -0.08741 3.53596
C -1.20174 1.03738 3.89280
N -1.17748 2.11911 2.97472
C -0.64617 3.35597 3.15883
O -0.09987 3.77931 4.14592
N -0.81532 4.20643 2.02658
C -0.40570 3.95847 0.73063
C -0.33781 5.01167 -0.19148
C 0.09431 4.76123 -1.47700
C 0.44520 3.47106 -1.84051
N 0.38252 2.45784 -0.97500
C -0.02882 2.69483 0.27728
C -0.51423 1.04643 5.10101
C -0.60034 -0.04919 5.94594
H -1.63324 -3.26790 6.00540
H -2.26704 -2.19672 7.25397
H -0.52929 -2.45381 7.12868
H -2.60817 -2.03235 4.10482
H -2.46416 -0.11536 2.58723
H -1.78451 2.00821 2.17855
H -0.77978 5.17976 2.29219
H -0.60591 6.01370 0.11821
H 0.16040 5.56503 -2.19565
H 0.81141 3.24348 -2.83127
H -0.01025 1.85172 0.94935
H 0.07033 1.90683 5.38291
H -0.07380 -0.02016 6.89148
```

Summary:
- energy relative to the best compared isomer or geometry (same formula, charge and spin) (kJ/mol) = 30.03
- charge = +1
- E_HOMO (eV) = -9.57


No. 2
# C90H204N12O18

A cluster of 12 separate species, C90H204N12O18 in total (the ωB97M-V functional and the def2-TZVPD basis, OMol25).

```
324
C90H204N12O18 the ωB97M-V functional and the def2-TZVPD basis
C 15.09934 13.83112 21.60588
C 14.98698 14.58499 20.25698
C 16.23528 15.40171 20.02615
C 15.02943 13.61690 19.09536
C 13.67171 12.89285 18.89893
C 12.58254 13.91163 18.60662
C 12.50748 14.85788 19.84821
C 11.51119 16.00981 19.48036
C 11.88602 14.08122 20.99830
N 13.83524 15.43552 20.03780
O 13.73153 16.30745 21.24383
H 14.33573 13.05886 21.72044
H 16.07957 13.36424 21.77430
H 15.00351 14.44189 22.54893
H 16.08625 16.04394 19.14933
H 16.33341 16.10662 20.85098
H 17.11044 14.76461 19.87006
H 15.21567 14.19311 18.21287
H 15.82311 12.84862 19.19668
H 13.82755 12.18762 18.07913
H 13.42113 12.26575 19.77859
H 11.65454 13.40699 18.37095
H 12.93053 14.64441 17.88498
H 11.37781 16.90448 20.17232
H 10.51178 15.52830 19.37029
H 11.66879 16.36014 18.44498
H 10.81679 13.92878 20.77622
H 11.96544 14.46092 22.02019
H 12.35830 13.08822 21.06103
H 13.62742 17.14210 20.79897
C 28.57524 16.37432 20.49873
C 27.50696 17.35544 20.79714
C 26.45556 17.29975 19.64703
C 26.82073 16.91336 22.08023
C 27.66854 17.01403 23.38420
C 28.17600 18.46726 23.32232
C 28.88422 19.05233 22.07028
C 28.94674 20.60212 22.20499
C 30.37495 18.60295 22.00001
N 27.95185 18.78472 20.92338
O 28.64773 19.07729 19.74361
H 29.03714 16.63114 19.53256
H 29.33962 16.21092 21.21141
H 28.13149 15.39638 20.24873
H 25.85516 16.41743 19.75299
H 25.82393 18.18684 19.53588
H 27.01607 17.23838 18.68433
H 25.88458 17.48127 22.29812
H 26.56684 15.88375 21.89335
H 26.97867 16.88854 24.26669
H 28.48308 16.31814 23.50113
H 28.68823 18.86950 24.20644
H 27.26276 19.05982 23.48224
H 27.97096 21.00215 22.34246
H 29.39899 21.05369 21.31684
H 29.56306 20.90686 23.07024
H 30.84365 18.84918 21.00288
H 30.61112 17.58711 22.23001
H 30.89441 19.14470 22.77014
H 27.93882 19.53272 19.22946
C 26.65880 12.64326 19.98194
C 27.22223 12.09361 21.37886
C 28.59058 11.65286 21.04605
C 27.31840 13.17759 22.39579
C 25.99772 13.58323 23.02114
C 25.40300 12.38826 23.67312
C 25.20788 11.17679 22.72920
C 24.93183 10.02394 23.62721
C 24.00750 11.28115 21.80898
N 26.48150 11.04220 21.97085
O 26.38355 9.87623 21.24054
H 26.40244 11.87620 19.28336
H 25.74216 13.18310 20.18059
H 27.44538 13.36328 19.52964
H 29.14118 12.56639 20.87919
H 28.96678 11.06524 21.86536
H 28.63406 11.01246 20.13522
H 27.94208 12.81615 23.21346
H 27.85733 14.00077 21.90642
H 26.18976 14.40699 23.68444
H 25.32068 13.98493 22.24209
H 24.45537 12.73196 24.14252
H 26.02957 12.06043 24.48906
H 24.82168 9.09495 23.04018
H 23.93508 10.16554 24.08382
H 25.53868 9.75389 24.49971
H 23.82244 10.39144 21.20569
H 24.13813 12.11375 21.08256
H 23.05966 11.42312 22.29907
H 25.77031 9.97124 20.52586
C 25.35722 15.07588 29.84699
C 24.68862 15.61337 28.58394
C 25.60738 16.51389 27.74372
C 24.32770 14.38141 27.68857
C 23.28511 14.71715 26.57479
C 22.07084 15.33520 27.21042
C 22.40198 16.62215 27.94534
C 22.79944 17.73843 26.98136
C 21.17892 17.05964 28.73256
N 23.34776 16.15913 29.02467
O 23.73304 17.29176 29.86832
H 25.74676 15.81485 30.49988
H 26.17933 14.44873 29.53110
H 24.57615 14.59833 30.46733
H 25.27195 16.55266 26.70732
H 26.53611 16.00203 27.71477
H 25.68605 17.48023 28.21485
H 25.20496 14.10392 27.12454
H 23.99430 13.55425 28.30880
H 23.04208 13.78313 26.05751
H 23.68468 15.40508 25.84012
H 21.60718 14.64386 27.92103
H 21.33381 15.58582 26.46429
H 23.29059 18.56593 27.48949
H 23.41755 17.31436 26.19176
H 21.93800 18.12953 26.43356
H 21.29936 17.94961 29.27714
H 20.44279 17.29719 27.94319
H 20.82323 16.31106 29.43403
H 23.30384 17.10516 30.71558
C 22.19372 16.55746 23.67730
C 21.92699 16.18720 22.22856
C 22.53303 14.80990 21.87910
C 20.41675 16.20912 22.12009
C 19.98124 15.98754 20.71645
C 20.51844 17.15870 19.91926
C 22.05572 17.30157 20.00172
C 22.75100 16.23244 19.16923
C 22.53380 18.63400 19.37199
N 22.40314 17.33284 21.40139
O 23.83763 17.24160 21.47367
H 21.69042 17.53698 23.93143
H 21.74541 15.85387 24.33116
H 23.25856 16.69131 23.82534
H 22.83558 14.27883 22.79895
H 21.89782 14.09772 21.34211
H 23.49182 15.02707 21.37803
H 19.93113 15.41585 22.77831
H 20.13390 17.21306 22.48203
H 20.49361 15.11530 20.33047
H 18.92553 15.80434 20.64771
H 20.13279 18.13063 20.31743
H 20.15694 17.12163 18.91367
H 23.82344 16.44414 19.12199
H 22.31021 16.18797 18.16441
H 22.70660 15.25310 19.67024
H 22.09931 18.83655 18.38268
H 23.62958 18.75582 19.38366
H 22.25046 19.46384 20.05240
H 24.15342 18.12129 21.13972
C 18.36570 14.73788 16.01993
C 19.35174 13.61104 16.42234
C 20.10371 13.98023 17.69002
C 18.49926 12.34781 16.77720
C 17.99788 11.57864 15.56398
C 19.19759 11.23674 14.65655
C 19.90063 12.48685 14.19349
C 21.18810 12.11666 13.47123
C 19.07716 13.40443 13.25364
N 20.37187 13.25868 15.43740
O 20.89223 14.48566 15.01418
H 18.00447 15.23827 16.88647
H 18.84863 15.49790 15.40500
H 17.53969 14.32130 15.39465
H 19.42245 14.35752 18.42908
H 20.66185 13.13621 18.14754
H 20.87381 14.78098 17.50747
H 19.20568 11.70097 17.33034
H 17.73615 12.64445 17.53048
H 17.55596 10.63817 15.91522
H 17.25316 12.14611 14.97377
H 18.82815 10.59665 13.84050
H 19.91245 10.61909 15.22427
H 21.98148 12.17675 14.20508
H 21.34743 12.72713 12.61346
H 21.18903 11.05317 13.20682
H 19.68103 14.14607 12.79498
H 18.24818 13.96519 13.62501
H 18.68458 12.81164 12.43258
H 21.86206 14.37100 15.01624
C 17.32116 15.99339 23.57022
O 18.03711 14.74395 23.83121
C 18.39829 14.67482 25.20135
C 19.17349 13.30441 25.40693
N 20.44215 13.27208 24.67857
C 21.07291 11.96240 24.36575
C 20.27096 11.29682 23.27124
O 20.34883 12.11243 22.05631
C 19.36334 11.70331 21.16785
H 16.65533 16.18608 24.42691
H 16.61392 15.97106 22.77441
H 18.04498 16.81989 23.44557
H 17.49236 14.75980 25.86461
H 19.07955 15.53177 25.41939
H 18.52997 12.52443 25.04062
H 19.36070 13.25841 26.47927
H 20.34738 13.73035 23.77548
H 21.16197 11.36234 25.26930
H 22.05413 12.20647 24.05150
H 19.25707 11.11361 23.69286
H 20.63608 10.28197 23.12170
H 19.53841 10.72793 20.66322
H 19.30061 12.55346 20.49478
H 18.35268 11.56704 21.63700
C 23.49078 11.58830 18.02909
O 24.21839 12.41217 17.18749
C 23.87464 13.78208 17.44232
C 24.50704 14.61546 16.33829
N 23.98373 14.45581 14.94205
C 24.55944 15.34777 13.91416
C 23.74040 15.27950 12.63363
O 24.49858 16.00955 11.68729
C 23.76552 16.01801 10.47193
H 22.49919 11.53736 17.62296
H 23.45192 11.91002 19.10046
H 23.89376 10.59564 17.93352
H 24.17755 14.17408 18.40704
H 22.77256 13.86568 17.54255
H 25.61601 14.30910 16.43182
H 24.40142 15.64526 16.56543
H 24.14261 13.52716 14.54930
H 25.59304 15.07777 13.82098
H 24.53817 16.39826 14.25936
H 22.73614 15.73390 12.95380
H 23.52765 14.31339 12.24119
H 22.77125 16.52071 10.46932
H 23.56277 14.94389 10.21806
H 24.40542 16.45332 9.71035
C 18.82371 20.57833 18.15434
O 18.86711 21.11229 16.85472
C 17.54851 21.41025 16.32716
C 17.60931 21.73723 14.86418
N 18.45731 22.87825 14.66339
C 18.39515 24.06874 15.55718
C 19.44188 25.03206 15.02124
O 19.03908 25.44882 13.75939
C 19.90064 26.43120 13.24324
H 18.33874 21.33702 18.78841
H 19.85996 20.37204 18.47463
H 18.26010 19.63332 18.25977
H 17.08362 22.24485 16.89443
H 16.88170 20.57836 16.58767
H 16.57371 21.84475 14.60247
H 18.03975 20.88739 14.27956
H 18.18766 23.21803 13.75098
H 18.73212 23.71085 16.54509
H 17.41654 24.56640 15.60551
H 20.41259 24.50568 14.91414
H 19.63620 25.83644 15.75397
H 19.57377 26.58446 12.20833
H 20.91092 26.02547 13.13878
H 19.84474 27.37565 13.77699
C 25.47000 20.21072 25.83562
O 25.35096 20.30156 24.47000
C 24.23470 19.61347 23.90719
C 23.71962 20.34362 22.70276
N 24.69775 20.24631 21.60926
C 24.62894 21.40879 20.67979
C 25.92875 21.66223 19.89810
O 26.28783 20.85241 18.80831
C 25.46768 20.92674 17.67062
H 25.85061 19.21636 26.12779
H 24.53762 20.46426 26.33500
H 26.18500 20.93987 26.17348
H 23.39453 19.53206 24.61147
H 24.44471 18.53880 23.66733
H 23.52964 21.37575 23.06404
H 22.75530 19.92388 22.40766
H 25.65649 20.32098 21.96856
H 24.41930 22.31020 21.22730
H 23.79803 21.34539 19.98386
H 26.80232 21.73038 20.56308
H 25.76038 22.71669 19.57826
H 24.44834 20.60311 17.88802
H 25.83260 20.16339 17.00933
H 25.54248 21.89267 17.20979
C 20.07103 17.87285 15.52511
O 21.12707 18.76677 15.86692
C 22.38200 18.50523 15.22689
C 22.35115 18.95034 13.73922
N 22.16938 20.39707 13.60303
C 22.17398 20.88236 12.23544
C 20.80526 21.66672 12.00731
O 19.71815 20.73512 11.80398
C 18.49022 21.43204 11.41117
H 20.22521 16.79965 15.91061
H 19.88847 17.83360 14.45805
H 19.25983 18.26917 16.10035
H 22.61182 17.40816 15.30426
H 23.19452 19.01580 15.76317
H 21.56667 18.40735 13.16552
H 23.35194 18.72713 13.32809
H 21.22737 20.41169 13.99530
H 22.13600 20.04125 11.52867
H 23.03206 21.51265 12.03086
H 20.89541 22.16162 11.05354
H 20.56887 22.37038 12.82030
H 18.63460 21.88048 10.42679
H 18.23797 22.19652 12.09949
H 17.74611 20.63738 11.36971
C 19.57200 19.49105 25.20004
O 18.63662 18.68939 25.92724
C 18.19512 19.39420 27.05553
C 17.32501 18.40977 27.83490
N 16.21363 17.95560 27.11866
C 15.54251 16.78567 27.63720
C 14.23084 16.48909 26.94414
O 14.53232 16.01590 25.64427
C 13.50479 16.02696 24.68071
H 20.46299 19.73976 25.79296
H 19.14449 20.44854 24.92590
H 19.81790 18.93476 24.24957
H 17.74664 20.37684 26.78997
H 18.97242 19.67417 27.77508
H 16.94345 18.83192 28.75484
H 18.02504 17.59360 28.04190
H 16.40935 17.81084 26.12872
H 15.22109 16.96972 28.70180
H 16.14807 15.92367 27.71412
H 13.69827 17.43261 26.87967
H 13.52462 15.89537 27.58261
H 12.91734 15.07658 24.56547
H 13.91536 16.08429 23.63025
H 12.76300 16.87717 24.85387
```

Summary:
- energy relative to the best compared isomer or geometry (same formula, charge and spin) (kJ/mol) = 0.00
- SMILES string = CC1(C)CCCC(C)(C)N1O.CC1(C)CCCC(C)(C)N1O.CC1(C)CCCC(C)(C)N1O.CC1(C)CCCC(C)(C)N1O.CC1(C)CCCC(C)(C)N1O.CC1(C)CCCC(C)(C)N1O.COCCNCCOC.COCCNCCOC.COCCNCCOC.COCCNCCOC.COCCNCCOC.COCCNCCOC
- E_HOMO (eV) = -8.12


No. 3
# C4H10N2O

An isolated molecule of C4H10N2O (the ωB97M-V functional and the def2-TZVPD basis, OMol25).

```
17
C4H10N2O the ωB97M-V functional and the def2-TZVPD basis
N 1.64929 1.85554 0.76829
C 0.69210 1.80722 -0.35649
C 0.29423 0.36786 -0.83631
C -0.36572 -0.45717 0.28761
N -1.39865 0.32576 0.93452
C -0.87547 -1.78502 -0.23902
O -0.19181 -2.60656 -0.77160
H 2.55102 2.04762 0.35482
H 1.72837 0.99254 1.28288
H 1.21152 2.31327 -1.17290
H -0.18472 2.38427 -0.05647
H 1.22442 0.03064 -1.26100
H -0.42499 0.46728 -1.65572
H 0.35374 -0.66213 1.10396
H -1.67034 0.03899 1.85807
H -1.34579 1.32838 0.90050
H -1.97869 -1.93281 -0.10162
```

Summary:
- energy relative to the best compared isomer or geometry (same formula, charge and spin) (kJ/mol) = 196.28
- SMILES string = NCC[C@@H](N)C=O
- E_HOMO (eV) = -9.33


No. 4
# F6KN3O12S6

A structure of composition F6KN3O12S6 (the ωB97M-V functional and the def2-TZVPD basis, OMol25).

```
28
F6KN3O12S6 the ωB97M-V functional and the def2-TZVPD basis
K 0.97225 0.84268 -0.37193
N -0.21776 -4.26513 2.16250
S 1.03125 -3.62599 2.62554
O 1.55712 -2.55757 1.94188
O 1.87614 -4.67097 3.05920
F 0.39641 -3.22145 4.10528
S -1.13498 -3.84323 0.94002
O -2.43020 -3.39168 1.19943
O -0.99880 -4.97179 0.00343
F -0.44597 -2.66383 0.13753
N 0.13189 0.19847 -2.98746
S 0.67426 1.58901 -3.57930
O 0.79389 1.58624 -4.98742
O 1.54461 2.05464 -2.57527
F -0.68706 2.50337 -3.43917
S -0.48795 -0.82252 -3.88827
O -1.37445 -1.56215 -3.12545
O 0.31381 -1.36991 -4.85841
F -1.56856 0.09523 -4.90457
N 0.26077 3.63923 2.08234
S -0.81331 3.64976 0.99497
O -0.51749 2.72459 -0.05979
O -1.36567 4.95586 0.70656
F -2.07192 2.79228 1.65913
S 0.87141 2.64727 3.02210
O 1.78884 1.74771 2.54423
O -0.02546 2.09714 3.90074
F 1.92690 3.84275 3.69216
```

Summary:
- energy relative to the best compared isomer or geometry (same formula, charge and spin) (kJ/mol) = 211.16
- charge = -2
- E_HOMO (eV) = -4.67


no.,strongest force on any atom (eV Å⁻¹),gap between HOMO and LUMO (hartree)
1,2.23,0.2356
2,2.95,0.3128
3,1.78,0.3782
4,6.06,0.3170